[1]
ORCA calculation (ωB97M-V with the def2-TZVPD basis set) on C6H6Si in the gas phase.

Last column: natural (NBO) charge in e.
Geometry (Å):
C: 0.527899 2.955364 0.324246  -0.161
C: 3.258339 -1.103080 0.346621  -0.161
C: 0.464410 1.827746 -0.074759  -0.498
C: 2.225318 -0.740515 -0.157059  -0.457
C: -1.948412 -0.345645 0.144117  -0.376
C: -0.843616 -1.013118 -0.040212  -0.528
Si: 0.673189 0.106233 -0.787852  1.274
H: 0.484635 4.025041 0.701277  0.252
H: 4.064973 -1.567050 0.717036  0.213
H: -2.773523 -1.120979 0.335301  0.193
H: -2.177751 0.662409 -0.034860  0.203
H: -0.766121 -1.960133 0.380053  0.212
H: 0.591639 0.236961 -2.175864  -0.167

Forces on the atoms, in the same order (eV/Å):
C -0.39 2.88 1.02
C -2.66 0.82 -1.32
C 0.57 -1.54 -0.64
C -0.40 1.15 -0.40
C -2.82 -3.31 0.28
C 3.41 3.62 -1.32
Si -1.10 -1.49 3.53
H 0.18 -2.18 -0.74
H 2.52 -1.17 1.21
H 0.42 1.96 0.44
H -0.16 1.15 -0.39
H 0.32 -1.88 -0.04
H 0.11 -0.01 -1.61

The value obtained for the electronic energy is -521.54097 Ha. For the orbital gap, the calculation gives 10.68 eV.

[2]
ORCA calculation (ωB97M-V with the def2-TZVPD basis set) on 21 unconnected molecules or ions with the total composition C7H56NO21.

Last column: Mulliken charge in e.
Geometry (Å):
C: 3.208718 -2.406181 0.513198  -0.402
C: 3.132078 -0.837577 -0.062033  -0.288
O: 2.239586 -0.120891 0.860358  -0.288
C: 1.149979 0.578901 0.165523  -0.206
C: -0.258900 0.459859 1.059071  0.094
C: -0.551057 -0.934707 1.872912  -0.485
C: -1.144746 -1.963702 0.710309  -0.580
N: -1.440938 -1.145816 -0.548936  0.171
C: -1.411546 0.323981 -0.134588  -1.044
H: 3.785561 -3.125140 -0.220691  0.373
H: 2.072307 -2.749078 0.619097  0.126
H: 3.698101 -2.342861 1.579924  -0.094
H: 2.746670 -0.929338 -1.162612  0.226
H: 4.226360 -0.366000 -0.135972  0.249
H: 0.879535 0.160767 -0.892999  0.323
H: 1.378746 1.740543 0.114080  -0.135
H: -0.567128 1.402906 1.684085  0.411
H: 0.340491 -1.454095 2.460794  0.276
H: -1.414217 -0.801541 2.679170  0.287
H: -0.362361 -2.736297 0.309922  0.291
H: -2.112463 -2.595449 0.974325  0.191
H: -0.768844 -1.395065 -1.316223  0.417
H: -2.460889 -1.262325 -0.818115  0.299
H: -1.140127 1.050756 -1.012276  0.464
H: -2.359392 0.790625 0.377416  0.305
O: 0.352890 -2.782217 -2.552048  -0.559
H: 1.015636 -3.078692 -3.193804  0.247
H: -0.351194 -3.444549 -2.619590  0.265
O: 0.959815 -4.711103 1.938172  -0.571
H: 1.563426 -4.794192 2.691650  0.322
H: 0.294091 -4.075162 2.240449  0.259
O: 2.832463 3.282346 -1.812577  -0.597
H: 2.576361 3.893711 -1.105735  0.253
H: 2.808508 2.411227 -1.388835  0.382
O: 3.379687 3.291804 0.681468  -0.609
H: 4.324773 3.475797 0.790735  0.252
H: 3.212872 2.554978 1.288296  0.295
O: -2.940185 1.520539 2.797977  -0.588
H: -2.336574 1.437450 3.551456  0.273
H: -3.605909 2.156480 3.100255  0.293
O: 1.225940 2.326478 -4.495231  -0.615
H: 1.855106 1.728221 -4.925601  0.275
H: 1.701227 2.642213 -3.712037  0.354
O: 3.488309 -2.973703 -3.524811  -0.654
H: 4.365974 -2.585182 -3.657990  0.308
H: 3.227990 -2.667459 -2.643091  0.321
O: 1.387443 -4.207704 4.936972  -0.608
H: 1.131342 -3.596339 5.643813  0.301
H: 1.363489 -5.078823 5.360714  0.305
O: -4.502296 -1.812171 -1.314914  -0.686
H: -4.523805 -2.571565 -1.916444  0.305
H: -5.091626 -2.070558 -0.590409  0.356
O: 3.651786 -6.163478 0.569460  -0.618
H: 2.787231 -5.935526 0.943041  0.320
H: 3.786106 -7.085518 0.835504  0.298
O: 0.650903 -5.188527 -4.073636  -0.641
H: 0.919572 -6.105214 -3.910900  0.313
H: 1.454647 -4.765327 -4.411095  0.320
O: -7.023631 -0.311683 -0.393473  -0.661
H: -7.873323 -0.084880 -0.800369  0.359
H: -6.377924 -0.160781 -1.100065  0.310
O: 2.160087 5.811771 0.689760  -0.611
H: 2.520343 4.920387 0.810718  0.435
H: 1.699601 5.993276 1.522820  0.290
O: 5.813110 -2.645060 3.006203  -0.624
H: 5.320459 -1.811289 2.973012  0.327
H: 5.146462 -3.301030 3.259706  0.328
O: -0.941474 3.512859 -2.518565  -0.613
H: -0.312308 2.914602 -2.948934  0.307
H: -0.466187 3.828594 -1.735370  0.276
O: -1.379105 3.131383 -5.401898  -0.646
H: -0.501440 3.519903 -5.535078  0.318
H: -1.639424 3.437626 -4.520179  0.299
O: -9.772977 1.182547 -0.594985  -0.673
H: -9.652890 2.000472 -1.100511  0.334
H: -9.294102 1.345619 0.231493  0.332
O: -1.172632 3.068418 4.796150  -0.587
H: -1.052544 3.886344 4.290623  0.347
H: -0.693756 3.231491 5.622628  0.280
O: -0.222734 5.646245 3.477531  -0.635
H: -0.675991 6.336838 2.970953  0.325
H: 0.679793 5.984183 3.578638  0.292
O: -3.617441 4.983214 -2.112025  -0.629
H: -3.784661 4.478909 -1.301658  0.290
H: -2.716831 4.729532 -2.364073  0.373

Forces on the atoms, in the same order (eV/Å):
C -0.71 1.24 -0.06
C 1.28 -2.12 -0.28
O -0.45 0.38 -2.74
C -1.09 0.59 1.61
C -1.10 -0.80 -1.52
C -0.69 -0.74 0.10
C 0.71 -1.69 0.21
N -1.67 1.37 0.96
C 1.27 3.28 1.43
H -1.06 1.47 1.67
H 2.62 0.54 -0.21
H -0.95 -0.47 -2.29
H 0.26 0.61 2.02
H -2.46 -0.78 0.44
H 1.08 0.62 1.86
H -0.43 -2.35 -0.21
H 1.00 -1.89 -1.15
H -1.65 1.34 -1.62
H 1.83 0.05 -1.89
H -1.24 1.35 1.18
H 2.04 1.65 -0.29
H -0.71 0.32 0.49
H 1.20 -0.54 -0.28
H -0.60 -1.70 1.36
H 1.23 -1.85 -1.27
O -0.39 0.27 0.33
H -0.26 0.10 0.21
H 0.46 -0.08 -0.21
O -0.01 0.15 0.06
H -0.29 0.20 0.00
H 0.29 -0.36 0.07
O -0.65 -0.31 -0.60
H 0.20 -0.21 -0.36
H 0.21 0.49 -0.05
O 0.44 -0.47 1.02
H -0.17 0.05 -0.17
H -0.02 0.13 -0.03
O -0.01 0.00 0.10
H -0.11 0.30 -0.04
H 0.23 -0.23 -0.09
O 0.38 -0.22 0.40
H -0.30 0.19 0.05
H 0.28 0.21 -0.12
O -0.04 0.31 0.34
H -0.27 -0.20 -0.09
H 0.16 -0.19 -0.18
O -0.12 -0.10 0.34
H 0.13 -0.17 -0.26
H 0.01 0.24 -0.13
O 0.36 -0.35 0.17
H -0.05 0.27 0.05
H -0.07 0.21 -0.10
O -0.28 -0.23 0.33
H 0.14 0.01 -0.23
H 0.03 0.31 -0.15
O 0.35 -0.10 -0.02
H -0.12 0.29 -0.03
H -0.10 -0.25 -0.06
O 0.23 0.05 -0.38
H -0.06 -0.03 0.13
H -0.19 -0.02 0.20
O -0.28 -0.03 0.33
H 0.06 0.10 0.13
H 0.13 -0.02 -0.45
O -0.50 0.14 0.06
H 0.27 -0.25 0.09
H 0.30 0.12 -0.07
O 0.37 -0.24 0.62
H -0.14 0.07 -0.29
H -0.12 0.12 -0.28
O -0.02 0.28 0.18
H -0.26 -0.26 0.07
H 0.01 0.00 -0.42
O 0.47 0.23 0.06
H -0.12 -0.25 0.12
H -0.23 -0.02 -0.16
O 0.19 0.06 0.15
H 0.06 -0.02 0.03
H -0.24 -0.10 -0.27
O 0.27 0.33 -0.31
H 0.00 -0.21 0.19
H -0.32 -0.14 0.20
O 0.21 -0.25 0.36
H 0.01 0.21 -0.34
H -0.24 0.00 -0.05

The value obtained for the electronic energy is -1934.72926 Ha. For the orbital gap, the calculation gives 9.83 eV. Its net charge is +1.

[3]
ORCA calculation (ωB97M-V with the def2-TZVPD basis set) on 2 unconnected molecules or ions with the total composition C9H12IN6O2.

Last column: natural (NBO) charge in e.
Geometry (Å):
C: 1.975170 -2.550909 -2.424440  -0.456
N: 1.457173 -1.110754 -2.391518  -0.200
N: 0.079928 -1.027652 -2.525117  -0.425
C: -0.191040 0.458077 -2.434270  0.583
N: -1.480864 0.932812 -2.504736  -0.785
I: -3.184413 -0.224184 -2.760852  0.469
N: 1.132826 1.224540 -2.230444  -0.479
C: 2.225028 0.177955 -2.191654  0.580
N: 3.721894 0.263029 -1.990571  -0.813
H: 1.116755 -3.338257 -2.178181  0.239
H: 2.824847 -2.597077 -1.590673  0.266
H: 2.414242 -2.809344 -3.487354  0.248
H: -0.542251 -1.857779 -2.637772  0.472
H: -1.612032 1.970662 -2.441042  0.462
H: 3.860462 1.075072 -1.328546  0.421
H: 4.184056 0.515590 -2.901049  0.422
C: -0.941364 0.080102 0.923666  -0.193
C: 0.125002 0.355746 1.781001  -0.215
C: -0.119815 0.768102 3.092268  -0.198
C: -1.442495 0.897278 3.537915  0.104
C: -2.514952 0.628634 2.677026  -0.199
C: -2.257644 0.219705 1.366973  -0.219
N: -1.706269 1.305772 4.922844  0.494
O: -0.731026 1.552730 5.647837  -0.358
O: -2.888231 1.376258 5.288958  -0.357
H: -0.745463 -0.246563 -0.096194  0.188
H: 1.148091 0.246058 1.427716  0.216
H: 0.722120 0.978999 3.748029  0.258
H: -3.546378 0.729553 3.008268  0.258
H: -3.083358 0.005845 0.691912  0.217

Forces on the atoms, in the same order (eV/Å):
C 1.22 -0.48 0.34
N 3.05 -0.06 0.57
N 0.90 6.23 0.42
C 2.72 -2.15 0.22
N 1.98 0.54 0.13
I 1.05 0.54 0.14
N -0.67 -5.12 -0.41
C -6.04 -1.18 -1.05
N -3.50 1.05 -0.50
H 1.82 2.03 -0.38
H -1.89 -0.12 -2.00
H -0.87 0.61 2.22
H 0.92 1.14 0.13
H 0.26 -1.48 -0.06
H -0.18 -1.11 -0.95
H -0.74 -0.38 1.05
C -0.06 0.07 0.23
C -0.40 0.03 0.08
C -0.11 -0.01 0.01
C 0.21 -0.34 -1.06
C 0.08 0.02 0.05
C 0.36 0.08 0.22
N -0.30 0.51 1.71
O -1.46 -0.41 -1.23
O 1.81 -0.13 -0.68
H -0.05 0.03 0.30
H -0.18 0.05 0.14
H -0.37 -0.01 0.01
H 0.35 0.03 0.13
H 0.10 0.05 0.20

The value obtained for the electronic energy is -1126.35844 Ha. For the orbital gap, the calculation gives 7.53 eV. Its net charge is +1.

no.,highest occupied orbital energy (eV)
1,-9.73
2,-12.29
3,-12.48